Record 1
Density functional theory data (ωB97M-V/def2-TZVPD) for a molecular structure, C24H44B5F20N8Zn at a distorted geometry.

charge	+1
calculated total energy	-5280.6529	Eh
maximum force	6.522	eV/Å
lowest unoccupied orbital energy	-3.24	eV

Atoms and positions in Å:
Zn 21.73012 -6.16743 -10.74465
C 29.01199 -0.86545 -14.38382
C 28.81385 -2.39260 -14.65291
N 27.77201 -2.90994 -13.80684
C 26.43673 -2.77251 -14.05250
C 25.75887 -3.38622 -13.05068
N 26.66691 -4.05599 -12.25046
C 27.92625 -3.76248 -12.74781
C 26.41983 -4.83153 -11.05283
H 28.09011 -0.29171 -14.47901
H 29.77011 -0.39790 -15.01209
H 29.31644 -0.73903 -13.34486
H 29.67357 -3.05597 -14.55849
H 28.36753 -2.61562 -15.62202
H 25.96355 -2.40426 -14.95078
H 24.71540 -3.59508 -12.86645
H 28.92292 -4.05401 -12.45109
H 26.03777 -5.84685 -11.15886
H 25.67513 -4.38485 -10.39405
H 27.35952 -4.92155 -10.50787
C 18.10485 -9.12989 -1.58021
C 19.08560 -8.00672 -2.06880
N 19.76473 -8.26639 -3.35622
C 19.07218 -8.70562 -4.46411
C 20.00223 -8.94621 -5.44418
N 21.23526 -8.47358 -5.00331
C 21.04555 -8.04083 -3.75982
C 22.46917 -8.42921 -5.83013
H 17.91246 -8.96260 -0.52044
H 18.59897 -10.09942 -1.64318
H 17.13066 -9.17391 -2.06717
H 19.96872 -7.94123 -1.43325
H 18.58368 -7.04181 -2.14045
H 18.01169 -8.88444 -4.56299
H 20.02152 -9.22143 -6.48834
H 21.81942 -7.66346 -3.10782
H 22.86994 -7.41588 -5.85609
H 22.52689 -8.83240 -6.84118
H 23.21712 -8.90617 -5.19674
C 26.56029 -5.75878 -1.87629
C 25.29396 -5.59996 -2.65331
N 25.56010 -5.90354 -4.05849
C 25.77789 -7.19160 -4.57011
C 26.19347 -7.08536 -5.91464
N 26.04112 -5.78102 -6.28558
C 25.72182 -5.06729 -5.14777
C 26.33261 -5.13901 -7.60848
H 26.74360 -6.79219 -1.58207
H 26.47385 -5.23221 -0.92584
H 27.42789 -5.42507 -2.44550
H 24.90936 -4.58221 -2.58731
H 24.46328 -6.20847 -2.29583
H 25.76445 -8.08571 -3.96446
H 26.46226 -7.79187 -6.68600
H 25.80811 -3.99267 -5.08331
H 26.79571 -4.17817 -7.38396
H 25.41029 -4.93625 -8.15283
H 27.06880 -5.83045 -8.01841
C 28.54469 -8.35437 -10.26068
C 27.67857 -9.37667 -9.52580
N 26.70977 -9.89676 -10.40592
C 26.91068 -10.54509 -11.59673
C 25.64427 -10.88398 -12.10052
N 24.72749 -10.65927 -11.12238
C 25.38218 -10.00008 -10.13758
C 23.28113 -10.83040 -11.07067
H 29.35123 -8.90870 -10.74058
H 28.98887 -7.68078 -9.52783
H 28.05284 -7.72302 -11.00067
H 27.12244 -8.89262 -8.72298
H 28.31326 -10.18082 -9.15350
H 27.92334 -10.67988 -11.94710
H 25.32150 -11.35968 -13.01482
H 24.89718 -9.65454 -9.23659
H 22.73076 -9.89031 -11.03290
H 22.92018 -11.37416 -10.19766
H 23.02150 -11.28540 -12.02651
B 19.73226 -7.13633 -11.83868
F 18.57193 -7.06432 -11.09594
F 20.68718 -7.74880 -11.13993
F 19.52927 -7.73046 -13.05513
F 20.25247 -5.83137 -11.98629
B 22.29548 -3.60802 -10.78922
F 21.46891 -2.51440 -10.75349
F 23.57756 -3.16529 -10.64095
F 21.87218 -4.48627 -9.85134
F 22.07621 -4.18760 -12.00124
B 19.44039 -6.81522 -8.33779
F 18.20892 -6.28889 -8.54614
F 19.16260 -8.17406 -8.73741
F 20.39171 -6.30932 -9.20034
F 19.89771 -6.69792 -7.05585
B 23.72017 -6.85692 -9.08125
F 23.61982 -6.13281 -10.15549
F 24.91722 -7.43525 -8.89533
F 23.19790 -6.15721 -8.07851
F 22.80196 -7.83665 -9.46402
B 23.81415 -6.98927 -13.03099
F 24.15984 -5.78778 -13.56220
F 22.66039 -6.93212 -12.32030
F 23.67732 -7.86690 -14.09063
F 24.80995 -7.39843 -12.17438

Löwdin population analysis, charges in e, atoms 1 to 99: 0.852, -0.041, -0.159, -0.091, -0.002, 0.031, -0.031, 0.033, 0.002, 0.079, 0.079, 0.074, 0.127, 0.128, 0.152, 0.136, 0.154, 0.084, 0.088, 0.085, -0.052, -0.137, -0.050, 0.015, 0.023, -0.056, -0.029, 0.036, 0.078, 0.080, 0.078, 0.116, 0.130, 0.149, 0.138, 0.149, 0.086, 0.113, 0.078, -0.065, -0.181, -0.043, -0.002, -0.001, -0.063, 0.045, 0.046, 0.083, 0.092, 0.092, 0.134, 0.126, 0.132, 0.119, 0.166, 0.107, 0.096, 0.098, -0.054, -0.181, -0.064, 0.015, 0.025, -0.056, 0.006, 0.046, 0.079, 0.072, 0.081, 0.101, 0.138, 0.135, 0.143, 0.154, 0.102, 0.108, 0.111, -1.349, 0.177, 0.187, 0.181, 0.148, -1.426, 0.165, 0.165, 0.192, 0.189, -1.318, 0.174, 0.060, 0.157, 0.157, -1.582, 0.225, 0.193, 0.235, 0.147, -1.397, 0.176

---

Record 2
Density functional theory data (ωB97M-V/def2-TZVPD) for a molecular structure, C24H44BIrNP2 at a distorted geometry.

charge	+2
calculated total energy	-1806.5480	Eh
maximum force	5.248	eV/Å
spin multiplicity	6
lowest unoccupied orbital energy (alpha / beta)	-6.71 / -9.74	eV

Atoms and positions in Å:
Ir -0.38726 -0.00213 -0.78690
C 0.05885 1.72459 2.21785
C -1.11767 1.03008 1.63108
C -0.29920 -0.16361 3.47570
C 0.56426 0.95491 3.26194
C -1.31675 -0.15253 2.53413
C 0.54401 3.12457 2.01557
H -0.12493 3.70862 1.36476
H 1.56737 3.09323 1.55166
H 0.59209 3.67596 2.99266
C 1.79844 1.22045 4.03841
H 2.16997 2.22632 3.83902
H 2.61235 0.55792 3.72901
H 1.65848 1.09220 5.11581
C -0.10611 -1.15639 4.55245
H 0.25781 -0.68092 5.46944
H 0.62812 -1.92961 4.29863
H -1.02810 -1.70333 4.77279
C -2.54422 -0.97613 2.69461
H -2.95633 -0.84883 3.73083
H -2.31836 -2.05235 2.50986
H -3.31818 -0.67923 1.97105
C -2.34428 1.86441 1.36497
H -2.83118 2.22556 2.29055
H -3.08767 1.26945 0.82990
H -2.06767 2.75281 0.80006
C 1.46644 -0.36082 -3.09995
C 1.14167 1.16208 -3.15293
C -0.02659 1.62459 -3.97569
C -1.30372 0.84853 -3.76282
C -1.37564 -0.11917 -2.48284
C -1.12263 -1.48868 -2.76131
C -0.41719 -1.94161 -4.03079
C 0.88770 -1.14676 -4.30712
H 0.24268 1.79545 -5.02988
H -1.51229 0.30753 -4.70550
H -0.20802 2.62385 -3.56445
H 0.72979 -0.48255 -5.16553
H 2.56821 -0.49057 -3.16746
H 2.06711 1.55693 -3.53875
H 1.70116 -1.83078 -4.66314
H -0.10724 -2.99816 -3.97336
H -1.69535 -2.27981 -2.24884
H -1.11193 -1.95442 -4.91241
H -2.19165 1.49734 -3.64377
H -2.23173 0.14755 -1.81252
P 0.78165 1.68906 -1.47684
C 2.46030 1.70436 -1.02068
C -0.21407 3.04890 -1.17985
P -1.32718 -1.97516 -0.08290
C 1.11710 -0.93017 -1.69623
C -3.11667 -2.14506 -0.19003
C -0.34282 -3.42954 0.38737
H 2.63758 0.88637 -0.31269
H 2.50879 2.71019 -0.58952
H 3.04134 1.60342 -1.96492
H -1.11494 3.08805 -1.77722
H 0.47378 3.89080 -1.27254
H -0.49458 2.83438 -0.14247
H -0.12871 -4.03666 -0.50155
H -0.85687 -4.08915 1.09389
H 0.62538 -3.15111 0.83804
H 1.94823 -0.99179 -1.04936
H 0.31312 -1.79468 -1.78239
H -3.51852 -2.63222 0.70912
H -3.38983 -2.74427 -1.05979
H -3.55783 -1.14131 -0.30200
B 3.29060 -1.73188 2.85865
C 2.38129 -1.06517 1.83795
N 1.67311 -0.55043 1.06852
H 2.81505 -1.72587 3.98147
H 4.35589 -1.09066 2.85943
H 3.53422 -2.87693 2.49979

List of Löwdin charges in e, atom by atom: 1.081, -0.146, -0.220, -0.127, -0.139, -0.178, 0.000, 0.074, 0.118, 0.133, 0.033, 0.094, 0.079, 0.116, 0.035, 0.112, 0.105, 0.097, -0.035, 0.136, 0.094, 0.071, -0.032, 0.130, 0.080, 0.065, -0.294, -0.404, -0.212, -0.121, -0.377, -0.236, -0.141, -0.117, 0.142, 0.125, 0.087, 0.117, 0.152, 0.122, 0.139, 0.125, 0.072, 0.145, 0.126, 0.108, 0.716, -0.174, -0.208, 0.810, -0.244, -0.285, -0.238, 0.034, 0.066, 0.086, 0.082, 0.094, -0.019, 0.058, 0.058, 0.046, 0.045, 0.039, 0.056, 0.057, 0.049, -0.408, -0.245, 0.089, 0.021, 0.049, 0.035

---

Record 3
Density functional theory data (ωB97M-V/def2-TZVPD) for a molecular structure, C24H44Cl3LaN4O3SSi at a distorted geometry.

calculated total energy	-3485.7041	Eh
maximum force	2.773	eV/Å
lowest unoccupied orbital energy	0.27	eV

Atoms and positions in Å:
C 2.58145 3.45833 -4.16717
C 1.47244 3.38397 -3.17988
H 2.71001 4.50974 -4.46959
H 2.35718 2.89672 -5.10712
H 3.55595 3.09664 -3.77849
C 0.28701 3.94325 -3.55123
C 0.10110 4.85292 -4.70489
H -0.62194 3.77254 -2.93722
H 0.03058 4.30495 -5.65024
H 0.78878 5.70037 -4.85914
H -0.86213 5.35168 -4.58342
La -0.57273 -2.19396 0.18956
Cl 1.94314 -1.51789 1.39961
Cl 0.18482 -4.14266 -1.31011
H 0.28595 -7.08093 2.93584
H 2.79671 -6.37770 3.22637
C 0.18343 -6.32021 2.12799
C 2.63067 -5.69889 2.38125
N 1.21640 -5.30642 2.33130
H -0.77414 -5.77629 2.16294
C 0.80898 -4.04023 2.34167
O -0.38685 -3.63332 2.23440
H 3.24955 -4.80263 2.47822
H 1.65002 -3.33367 2.36073
H 0.33521 -6.82574 1.13963
H 2.89793 -6.26189 1.47209
H -0.86511 0.35510 -4.03302
H -2.58845 2.61930 -3.27613
C -1.88829 -0.04351 -3.94936
C -3.29251 1.78794 -3.08539
N -2.55453 0.55636 -2.77362
H -1.89621 -1.13798 -3.83353
C -2.96733 -0.20724 -1.72609
O -2.59737 -1.37768 -1.47657
H -3.92160 2.03869 -2.23576
H -3.64951 0.35037 -1.06857
H -2.46289 0.25164 -4.82952
H -3.89483 1.59974 -3.97416
O 1.39811 1.23199 -2.85787
C 1.61962 2.46779 -1.98060
C -0.70663 2.65346 -0.89324
C 0.68568 2.85033 -0.79085
H -1.02522 1.99568 -1.70979
C -1.63586 3.00385 0.09728
H 2.65500 2.27368 -1.60899
C 1.09744 3.52992 0.37390
H -2.67496 2.66404 0.00474
C -1.18831 3.70063 1.23349
C 0.19552 3.93783 1.37049
H 2.15653 3.63566 0.62222
H -1.89559 4.09032 1.95666
H 0.53590 4.44997 2.29684
Si 2.29701 -0.16824 -3.15484
Cl 0.20524 -0.00628 -0.62595
C 1.06163 -1.42565 -3.97109
C 3.17363 -1.40118 -1.93266
C 3.51690 0.48749 -4.32821
H 0.00314 -1.15273 -3.98771
H 1.15273 -2.42263 -3.51003
H 1.43873 -1.47015 -5.00766
H 2.87039 1.04495 -5.04737
H 3.92932 -0.43429 -4.73207
H 4.25651 1.14931 -3.81860
H 3.43932 -1.03728 -0.94272
H 4.11961 -1.63049 -2.46396
H 2.66335 -2.36799 -1.80558
S -2.22216 -0.08952 1.65420
C -1.53224 -0.15370 3.20454
N -0.23046 -0.08635 3.50320
C 0.33740 -0.55805 4.75278
C -0.58396 -1.60672 5.36257
C -2.03251 -1.10515 5.44207
N -2.38244 -0.32723 4.24318
H 0.41374 0.11145 2.74274
H 0.44415 0.26339 5.46868
H 1.33060 -0.98882 4.56980
H -0.24076 -1.91192 6.36502
H -0.57608 -2.50099 4.71795
H -2.18351 -0.46277 6.32516
H -2.73881 -1.95635 5.53776
H -3.36169 -0.35350 3.98589

List of Löwdin charges in e, atom by atom: -0.067, -0.242, 0.081, 0.091, 0.076, -0.114, -0.118, 0.085, 0.078, 0.080, 0.065, 1.111, -0.080, -0.234, 0.098, 0.089, -0.033, -0.018, -0.173, 0.085, -0.423, -0.263, 0.096, -0.028, 0.104, 0.100, 0.077, 0.087, -0.022, -0.043, -0.164, 0.096, -0.332, -0.181, 0.083, 0.127, 0.091, 0.089, -0.312, -0.184, -0.173, -0.220, 0.055, -0.108, 0.155, -0.042, 0.086, -0.096, -0.092, 0.109, 0.094, 0.105, 0.410, 0.116, -0.150, -0.201, -0.180, -0.033, -0.006, 0.030, 0.035, 0.033, 0.050, -0.028, 0.025, -0.008, 0.565, -0.809, 0.030, -0.165, -0.161, -0.167, -0.004, 0.067, 0.123, 0.119, 0.122, 0.105, 0.115, 0.126, 0.109